Density functional theory data (wB97M-V/def2-TZVPD) for 2 unconnected molecules or ions with the total composition C21H26BrN2O2.

Calculated values
**Lowest unoccupied orbital energy**: -4.35 eV
**HOMO**: -12.09 eV

```
! RIJCOSX wB97M-V def2-TZVPD def2/J DEFGRID3
* xyz 1 1
C -2.859 -6.509 1.414
C -2.848 -5.189 0.653
C -3.034 -3.988 1.594
Br -4.895 -3.803 2.104
C -2.502 -2.722 0.996
C -3.217 -1.805 0.279
C -2.558 -0.688 -0.229
C -3.314 0.356 -1.010
O -3.584 0.218 -2.161
O -3.739 1.397 -0.238
C -1.190 -0.516 -0.030
C -0.487 -1.451 0.686
C 0.982 -1.389 0.994
C 1.478 0.009 1.279
C 1.792 0.853 0.217
C 2.272 2.132 0.431
C 2.445 2.579 1.732
C 2.141 1.741 2.792
C 1.659 0.450 2.592
C 1.357 -0.406 3.793
N -1.177 -2.504 1.170
H -1.925 -6.645 1.959
H -3.675 -6.532 2.135
H -2.995 -7.346 0.736
H -3.626 -5.166 -0.107
H -1.893 -5.063 0.136
H -2.520 -4.186 2.535
H -4.274 -1.942 0.113
H -3.014 1.986 0.012
H -0.687 0.351 -0.431
H 1.147 -2.012 1.874
H 1.543 -1.838 0.173
H 1.693 0.490 -0.801
H 2.538 2.775 -0.396
H 2.825 3.574 1.913
H 2.282 2.104 3.801
H 2.162 -1.116 3.991
H 1.252 0.213 4.680
H 0.427 -0.965 3.688
H -0.663 -3.191 1.709
C 2.538 5.845 -4.703
C 2.465 4.325 -4.629
C 2.249 3.811 -3.200
C 3.343 4.207 -2.312
N 4.214 4.534 -1.643
H 3.385 6.230 -4.133
H 2.660 6.171 -5.735
H 1.628 6.304 -4.312
H 3.381 3.890 -5.030
H 1.642 3.964 -5.248
H 2.183 2.721 -3.191
H 1.318 4.209 -2.790
*
```

These are the Mulliken partial charges, in e, on atoms 1 to 4: -1.2370 -0.2483 -0.7690 -0.0190